[1]
{"formula": "C5H6N2", "method": "ωB97M-V/def2-TZVPD", "de_lowest_kj_mol": 430.8, "spin_multiplicity": 1, "orbital_gap_ev": [8.518, 8.437], "total_energy_ev": -8257.8939, "elements": ["N", "C", "C", "C", "C", "C", "N", "H", "H", "H", "H", "H", "H"], "xyz": [[2.6888, -0.1705, 1.5169], [2.0781, -0.1384, 0.5313], [1.3591, -0.0528, -0.6795], [-0.0790, -0.2006, -0.8732], [-0.9167, -0.7023, 0.2723], [-1.2020, 0.7762, 0.5431], [-0.1334, 1.2159, -0.4732], [1.9540, -0.0913, -1.6077], [-0.3338, -0.3755, -1.9090], [-1.7179, -1.3528, -0.0614], [-0.3434, -1.1581, 1.0843], [-2.1683, 1.0993, 0.0882], [-1.1853, 1.1508, 1.5680]], "nbo_charge": [-0.297, 0.223, -0.173, -0.129, -0.439, -0.246, -0.278, 0.255, 0.213, 0.221, 0.228, 0.216, 0.207]}

[2]
{"formula": "C4H8O2", "method": "ωB97M-V/def2-TZVPD", "de_lowest_kj_mol": 513.6, "spin_multiplicity": 1, "orbital_gap_ev": 9.383, "total_energy_ev": -8367.9589, "elements": ["O", "C", "C", "C", "C", "O", "H", "H", "H", "H", "H", "H", "H", "H"], "xyz": [[0.8754, 2.1655, -0.0189], [0.5165, 1.4206, -1.0400], [0.5270, -0.5941, 0.5043], [-0.6396, -1.5047, 0.7126], [-0.7839, -0.4665, -0.3253], [-1.7908, 0.4538, -0.0814], [1.7910, 2.0337, 0.2872], [1.3765, 0.7779, -1.3498], [1.4107, -1.0212, 0.0266], [0.7697, 0.1048, 1.3010], [-0.5686, -2.5346, 0.3940], [-1.2232, -1.2857, 1.5987], [-0.6780, -0.7730, -1.3668], [-1.5826, 1.2235, -0.6422]], "nbo_charge": [-0.653, 0.075, -0.465, -0.438, 0.090, -0.713, 0.465, 0.075, 0.215, 0.220, 0.216, 0.231, 0.188, 0.493]}

[3]
{"formula": "C15H12BrO9S", "method": "ωB97M-V/def2-TZVPD", "charge": -1, "spin_multiplicity": 1, "orbital_gap_ev": 1.796, "total_energy_ev": -115051.9966, "elements": ["O", "C", "Br", "C", "C", "S", "H", "H", "H", "H", "C", "C", "C", "O", "C", "C", "C", "O", "O", "O", "H", "H", "H", "H", "C", "C", "C", "O", "C", "C", "C", "O", "O", "O", "H", "H", "H", "H"], "xyz": [[-4.1817, 2.6241, 1.3852], [-4.6376, 2.1403, 0.3435], [-3.7294, 0.5053, -0.4182], [-5.9078, 2.6631, -0.4748], [-7.1604, 2.6212, 0.5500], [-7.7270, 0.8399, 0.5563], [-5.7586, 3.6732, -0.9754], [-6.1633, 1.9022, -1.3072], [-8.0437, 3.2254, 0.1205], [-6.9922, 0.0766, -0.3438], [0.5558, -1.6959, 1.1188], [1.5129, -2.1417, 1.9336], [1.6601, -1.6176, 3.3213], [2.5374, -2.0644, 4.0440], [0.7350, -0.5704, 3.7625], [-0.2226, -0.1199, 2.9460], [-0.3861, -0.6641, 1.5678], [-1.2799, -0.2421, 0.8607], [-1.0854, 0.8515, 3.3393], [2.3980, -3.0979, 1.5311], [0.4377, -2.0692, 0.1131], [0.8637, -0.1863, 4.7653], [-1.6810, 1.0008, 2.5751], [2.9838, -3.2469, 2.2979], [2.8160, 0.5277, -1.5970], [3.9912, 1.0130, -2.0032], [4.9156, 0.2051, -2.8495], [5.9727, 0.6885, -3.2172], [4.5088, -1.1579, -3.2040], [3.3350, -1.6445, -2.7949], [2.3992, -0.8266, -1.9717], [1.3285, -1.2974, -1.6319], [2.9446, -2.9067, -3.1128], [4.3943, 2.2660, -1.6625], [2.1353, 1.1043, -0.9846], [5.1958, -1.7399, -3.8033], [2.0647, -3.0171, -2.7026], [5.2709, 2.3781, -2.0778]], "nbo_charge": [-0.546, 0.575, -0.145, -0.565, -0.718, -0.223, 0.229, 0.186, 0.151, 0.064, -0.348, 0.275, 0.476, -0.558, -0.388, 0.320, 0.457, -0.482, -0.630, -0.655, 0.261, 0.240, 0.521, 0.500, -0.359, 0.298, 0.474, -0.535, -0.371, 0.309, 0.476, -0.526, -0.635, -0.634, 0.253, 0.243, 0.506, 0.502]}

[4]
{"formula": "C2H3NS3", "method": "ωB97M-V/def2-TZVPD", "de_lowest_kj_mol": 188.3, "spin_multiplicity": 1, "orbital_gap_ev": [6.980, 6.979], "total_energy_ev": -36116.1739, "elements": ["C", "C", "N", "S", "S", "S", "H", "H", "H"], "xyz": [[-0.9013, -0.5175, 0.0412], [-1.5325, 0.6798, -0.2414], [0.3530, -0.4953, 0.3432], [-0.7011, 2.0771, 0.0816], [3.1134, -0.3758, 0.0861], [1.2474, 0.7043, 0.5831], [-1.2996, -1.4428, -0.0087], [-2.5569, 0.7365, -0.5211], [2.2777, -1.3662, -0.3640]], "nbo_charge": [-0.052, -0.367, -0.658, 0.073, -0.314, 0.728, 0.204, 0.230, 0.157]}

[5]
{"formula": "C4H8IN2", "method": "ωB97M-V/def2-TZVPD", "charge": 1, "de_lowest_kj_mol": 244.2, "spin_multiplicity": 1, "orbital_gap_ev": 9.325, "total_energy_ev": -15349.5754, "elements": ["C", "C", "C", "C", "N", "N", "I", "H", "H", "H", "H", "H", "H", "H", "H"], "xyz": [[-0.0256, 1.8464, -0.1767], [0.7357, 0.6909, -0.7974], [-1.1269, 0.1874, 0.6468], [0.7478, -1.5076, 0.3255], [-0.9322, 1.5306, 0.6473], [-0.0884, -0.5427, -0.2770], [-3.1639, -0.3796, -0.0959], [0.4038, 2.7673, -0.2225], [0.5756, 0.8348, -1.9312], [1.7398, 0.6383, -0.5868], [-1.1236, -0.2840, 1.7181], [1.0808, -1.0826, 1.2447], [0.1655, -2.3636, 0.6453], [1.6766, -1.6202, -0.0267], [-0.6651, -0.7155, -1.1136]], "nbo_charge": [0.149, -0.288, -0.003, -0.433, -0.384, -0.406, 0.177, 0.222, 0.259, 0.246, 0.267, 0.231, 0.254, 0.247, 0.462]}

[6]
{"formula": "C21H26BFINO9", "method": "ωB97M-V/def2-TZVPD", "spin_multiplicity": 1, "orbital_gap_ev": 7.979, "total_energy_ev": -53609.8215, "elements": ["C", "O", "B", "O", "C", "C", "C", "C", "N", "C", "F", "C", "C", "C", "C", "O", "C", "C", "C", "O", "I", "C", "C", "C", "O", "O", "C", "O", "H", "H", "H", "H", "H", "H", "H", "H", "H", "H", "H", "H", "H", "H", "C", "C", "O", "H", "H", "H", "H", "H", "H", "C", "C", "O", "H", "H", "H", "H", "H", "H"], "xyz": [[3.6134, -3.1721, -1.2230], [2.6302, -2.1058, -1.3616], [1.6528, -2.2164, -0.3589], [1.3322, -3.5323, 0.0758], [0.8911, -0.9695, 0.2935], [1.7011, 0.1734, 0.7193], [3.2430, 0.2942, 0.5506], [3.5250, 1.3478, -0.5542], [4.1112, 2.4685, -0.2600], [1.0226, 1.3164, 1.3531], [1.7488, 2.3970, 1.7524], [-0.4048, 1.3448, 1.5792], [-1.1719, 0.2001, 1.1126], [-0.5580, -0.9752, 0.4584], [-1.5201, -2.0879, 0.0160], [-1.3398, -2.8915, -0.8623], [-2.9043, -2.1508, 0.7530], [-3.6905, -3.5188, 0.7261], [-4.8140, -3.3327, -0.3851], [-5.9300, -3.7082, -0.2450], [-4.3509, -2.2916, -2.2599], [-3.4683, -1.0854, 1.3731], [-4.8631, -1.0973, 2.0747], [-4.7927, -1.1029, 3.6320], [-5.2303, -2.0176, 4.2684], [-4.2099, -0.0209, 4.3099], [-2.7120, 0.2768, 1.3815], [-3.2851, 1.3112, 1.6197], [3.9421, -3.1863, -0.1545], [3.2277, -4.1660, -1.5686], [4.4728, -2.9235, -1.9050], [1.5335, -3.6308, 1.0227], [3.6317, 0.7404, 1.5104], [3.7807, -0.6729, 0.4199], [3.2150, 1.2313, -1.6246], [4.1911, 3.0565, -1.0964], [-0.9066, 2.2031, 2.0816], [-3.0358, -4.3521, 0.3469], [-4.1309, -3.7575, 1.7224], [-5.5438, -1.8948, 1.6761], [-5.3558, -0.1239, 1.7818], [-3.2492, -0.1850, 4.2608], [-3.7137, 4.7767, -0.7617], [-4.9594, 4.3445, -1.5118], [-5.1214, 2.9326, -1.4345], [-2.8296, 4.2864, -1.1745], [-3.5769, 5.8587, -0.8211], [-3.7770, 4.4884, 0.2911], [-4.8836, 4.6142, -2.5658], [-5.8507, 4.8253, -1.0953], [-5.1974, 2.6988, -0.5017], [7.0539, 1.2292, -2.8673], [6.9765, 0.6222, -1.4794], [6.9808, -0.8016, -1.5650], [6.2114, 0.8965, -3.4776], [7.0448, 2.3202, -2.8182], [7.9653, 0.9091, -3.3796], [6.0547, 0.9312, -0.9875], [7.8239, 0.9413, -0.8642], [7.8002, -1.0653, -1.9990]], "nbo_charge": [-0.260, -0.722, 1.167, -0.919, -0.270, -0.074, -0.508, 0.128, -0.609, 0.494, -0.322, -0.260, -0.111, -0.117, 0.546, -0.484, -0.019, -0.563, 0.495, -0.508, 0.041, -0.071, -0.569, 0.798, -0.518, -0.714, 0.552, -0.512, 0.170, 0.200, 0.206, 0.495, 0.251, 0.250, 0.179, 0.338, 0.262, 0.277, 0.265, 0.260, 0.271, 0.487, -0.634, -0.060, -0.721, 0.211, 0.209, 0.202, 0.176, 0.154, 0.463, -0.635, -0.068, -0.727, 0.211, 0.212, 0.199, 0.187, 0.157, 0.461]}

[7]
{"formula": "C5H13NO", "method": "ωB97M-V/def2-TZVPD", "de_lowest_kj_mol": 135.7, "spin_multiplicity": 1, "orbital_gap_ev": 8.845, "total_energy_ev": -8932.6046, "elements": ["C", "C", "C", "C", "C", "N", "H", "H", "H", "H", "H", "H", "H", "H", "H", "H", "H", "H", "H", "O"], "xyz": [[-0.0752, 0.3998, 1.9086], [-0.7818, 1.1195, 0.7316], [-1.4823, 0.1623, -0.2224], [-0.5546, -0.5954, -1.1405], [0.2128, 0.0567, -2.0231], [-0.6203, -1.9929, -1.0291], [-0.6730, 0.5513, 2.8214], [0.0067, -0.6562, 1.6963], [0.8393, 0.9227, 2.1708], [-0.0152, 1.6443, 0.1655], [-1.4603, 1.8816, 1.0889], [-2.2375, 0.7119, -0.7967], [-2.1057, -0.5256, 0.3652], [0.0075, 1.0837, -2.2748], [1.0065, -0.5626, -2.4426], [-1.1346, -2.3167, -0.2284], [0.2486, -2.4679, -1.2152], [3.4146, 0.7061, 0.4787], [2.3585, -0.3179, 0.1951], [3.0459, 0.1953, -0.2492]], "nbo_charge": [-0.624, -0.390, -0.449, 0.189, -0.525, -0.819, 0.210, 0.201, 0.209, 0.211, 0.202, 0.227, 0.191, 0.213, 0.199, 0.373, 0.379, 0.464, 0.468, -0.930]}

[8]
{"formula": "C5H11NOS", "method": "ωB97M-V/def2-TZVPD", "de_lowest_kj_mol": 245.4, "spin_multiplicity": 1, "orbital_gap_ev": 9.638, "total_energy_ev": -19734.5521, "elements": ["C", "C", "C", "C", "C", "H", "H", "H", "H", "H", "H", "H", "H", "H", "H", "H", "N", "O", "S"], "xyz": [[0.2129, 1.2975, -1.8685], [-0.9484, 0.8021, -0.8984], [-1.1441, -1.1347, -0.1383], [-0.6194, 0.2032, 0.4441], [0.7694, 0.3052, 0.9997], [0.4524, -0.4596, -2.8352], [1.7258, -0.1659, -1.7341], [0.7974, 2.0226, -1.2709], [-0.3582, 1.8084, -2.6954], [-1.6447, 1.6350, -0.7477], [-0.3123, -1.7877, -0.3974], [-2.0521, -1.6321, 0.2080], [-1.1836, 0.6381, 1.2831], [1.0780, 1.3746, 1.0786], [1.4981, -0.2045, 0.3705], [2.1030, -0.3392, 2.8358], [1.0344, 0.2688, -2.4177], [-1.5121, -0.3968, -1.3889], [0.8207, -0.6523, 2.5442]], "nbo_charge": [-0.236, 0.099, -0.060, -0.295, -0.505, 0.375, 0.355, 0.189, 0.198, 0.167, 0.179, 0.201, 0.215, 0.224, 0.199, 0.129, -0.844, -0.547, -0.043]}